[1]
The following is a quantum chemistry calculation of a cluster of 14 separate species, C50H98Cl6O24 in total in a non-equilibrium geometry, from the Open Molecules 2025 dataset.

As for the LUMO energy: 0.2 eV.

Geometry as ORCA input:
```
! RIJCOSX wB97M-V def2-TZVPD def2/J DEFGRID3
* xyz 0 1
C 0.45 -0.17 5.50
Cl -0.70 1.12 5.34
Cl -0.32 -1.53 6.34
Cl 1.84 0.51 6.26
H 0.77 -0.49 4.51
C 4.89 -0.92 2.08
Cl 4.79 -0.44 3.76
Cl 6.03 -2.31 1.94
Cl 5.36 0.40 1.01
H 3.85 -1.29 1.79
O -4.13 -2.24 0.47
C -5.34 -2.43 0.61
O -5.87 -2.63 1.81
C -4.91 -2.67 2.95
C -4.58 -1.27 3.31
C -6.39 -2.36 -0.44
H -4.13 -3.38 2.69
H -5.52 -3.14 3.74
H -3.82 -1.32 4.12
H -5.47 -0.67 3.50
H -4.05 -0.86 2.46
H -6.06 -1.88 -1.36
H -7.31 -1.96 -0.08
H -6.63 -3.39 -0.80
O 6.64 4.49 3.57
C 6.22 4.92 2.52
O 4.91 5.11 2.23
C 3.92 4.54 3.13
C 3.68 3.02 3.03
C 7.07 5.25 1.29
H 2.98 5.03 2.82
H 4.17 4.94 4.14
H 2.77 2.78 3.61
H 4.50 2.51 3.50
H 3.60 2.71 1.98
H 6.69 4.58 0.49
H 8.09 4.99 1.47
H 6.97 6.28 1.02
O -0.92 4.15 4.90
C -1.90 4.77 4.58
O -1.82 5.49 3.43
C -0.56 5.44 2.70
C -0.71 6.30 1.45
C -3.18 4.83 5.38
H -0.33 4.40 2.47
H 0.28 5.72 3.39
H -1.30 7.23 1.64
H -1.29 5.70 0.70
H 0.23 6.61 1.08
H -3.81 5.71 5.29
H -2.80 4.84 6.42
H -3.74 3.95 5.07
O -3.81 4.95 -2.79
C -4.23 4.45 -1.74
O -5.50 4.50 -1.29
C -6.40 5.14 -2.25
C -7.85 4.90 -1.80
C -3.39 3.78 -0.78
H -6.23 4.90 -3.31
H -6.29 6.22 -2.12
H -8.29 3.96 -2.10
H -8.37 5.61 -2.47
H -8.04 5.23 -0.82
H -3.24 4.50 0.07
H -2.45 3.48 -1.19
H -3.93 2.93 -0.33
O 0.74 -4.66 3.61
C 0.67 -4.81 4.81
O 1.74 -4.96 5.64
C 3.02 -4.88 4.96
C 3.39 -3.52 4.55
C -0.64 -4.95 5.59
H 3.03 -5.52 4.14
H 3.78 -5.29 5.63
H 2.75 -3.12 3.75
H 4.38 -3.43 4.19
H 3.31 -2.93 5.39
H -1.43 -4.32 5.07
H -0.55 -4.66 6.65
H -1.02 -5.97 5.52
O -0.06 3.69 -1.23
C 0.03 4.75 -1.74
O 0.89 5.72 -1.41
C 1.93 5.54 -0.42
C 3.20 4.96 -1.00
C -0.79 5.14 -2.94
H 1.58 4.88 0.40
H 2.05 6.58 -0.07
H 3.46 5.36 -1.99
H 3.09 3.89 -1.17
H 4.07 5.07 -0.31
H -1.67 4.45 -3.04
H -0.19 4.93 -3.83
H -1.15 6.17 -2.98
O 1.88 -0.72 2.39
C 0.97 -0.27 1.69
O -0.22 -0.86 1.63
C -0.36 -2.18 2.22
C -0.57 -3.21 1.16
C 0.89 1.07 0.97
H -1.14 -2.07 2.96
H 0.55 -2.38 2.74
H -0.45 -4.24 1.49
H 0.18 -3.14 0.34
H -1.54 -3.15 0.70
H 0.08 1.09 0.25
H 1.89 1.27 0.51
H 0.80 1.88 1.72
O 2.30 -2.27 -0.39
C 2.25 -2.14 -1.60
O 3.14 -2.56 -2.51
C 4.32 -3.35 -2.15
C 4.92 -3.80 -3.44
C 1.15 -1.39 -2.40
H 4.06 -4.17 -1.49
H 5.02 -2.69 -1.60
H 5.56 -4.70 -3.29
H 5.47 -3.00 -3.89
H 4.13 -4.14 -4.13
H 1.57 -0.56 -2.93
H 0.53 -0.98 -1.65
H 0.72 -2.21 -2.98
O -0.34 -9.93 1.43
C -0.08 -8.77 1.17
O 1.12 -8.27 1.42
C 1.40 -6.87 1.29
C 2.88 -6.69 1.32
C -1.05 -7.85 0.42
H 1.00 -6.34 2.14
H 1.00 -6.43 0.33
H 3.26 -6.86 2.30
H 3.23 -5.71 0.93
H 3.31 -7.41 0.59
H -0.67 -7.66 -0.62
H -1.26 -6.99 0.97
H -1.93 -8.48 0.41
O -1.47 -0.02 -5.84
C -2.62 -0.06 -5.47
O -3.22 0.73 -4.56
C -2.38 1.75 -3.94
C -1.30 1.08 -3.05
C -3.52 -1.21 -5.90
H -3.03 2.37 -3.34
H -1.88 2.26 -4.75
H -0.60 0.45 -3.56
H -1.81 0.58 -2.23
H -0.72 1.94 -2.66
H -3.62 -1.21 -7.00
H -4.54 -1.06 -5.53
H -3.20 -2.22 -5.64
O 2.95 2.60 -6.67
C 1.74 2.61 -6.47
O 1.28 3.14 -5.29
C 2.32 3.61 -4.34
C 2.44 2.42 -3.37
C 0.67 1.99 -7.29
H 1.89 4.47 -3.82
H 3.31 3.78 -4.84
H 3.25 2.51 -2.69
H 2.69 1.53 -4.01
H 1.47 2.16 -2.91
H 0.22 1.23 -6.71
H 1.20 1.66 -8.21
H -0.10 2.67 -7.60
O -0.66 -4.60 -3.81
C -0.44 -4.71 -2.64
O -1.34 -4.52 -1.65
C -2.58 -3.93 -2.05
C -2.40 -2.49 -2.30
C 0.89 -5.18 -2.09
H -3.32 -4.16 -1.33
H -2.96 -4.35 -3.02
H -3.36 -2.07 -2.51
H -1.91 -2.32 -3.29
H -1.83 -1.92 -1.59
H 1.62 -4.97 -2.87
H 0.90 -6.26 -2.12
H 1.26 -4.81 -1.12
*
```

Löwdin population analysis, charges in e, atoms 1 to 8:
1 C -1.592
2 Cl 0.565
3 Cl 0.564
4 Cl 0.574
5 H -0.018
6 C -1.519
7 Cl 0.571
8 Cl 0.494

=====

[2]
The following is a quantum chemistry calculation of a structure of composition C51H109N6O9V in a non-equilibrium geometry, from the Open Molecules 2025 dataset.

As for the LUMO energy (spin up / spin down): -2.6 / -2.7 eV.

Geometry as ORCA input:
```
! RIJCOSX wB97M-V def2-TZVPD def2/J DEFGRID3
* xyz 1 2
O 4.74 -1.00 -2.39
V 3.73 -0.87 -1.18
C 0.12 -1.25 -2.47
C 1.42 -1.00 -1.88
O 1.93 0.04 -1.40
O 2.25 -2.02 -1.75
H 0.17 -1.35 -3.57
H -0.49 -0.43 -2.15
H -0.35 -2.14 -2.07
C 6.39 0.48 1.05
C 5.21 1.41 0.82
C 5.84 2.79 0.51
O 6.57 2.67 -0.72
C 6.74 3.82 -1.57
N 4.32 1.06 -0.37
H 6.64 0.52 2.09
H 7.18 0.91 0.41
H 6.07 -0.48 0.73
H 4.63 1.48 1.75
H 6.55 3.03 1.38
H 5.10 3.62 0.39
H 5.87 4.00 -2.18
H 7.60 3.50 -2.20
H 7.06 4.70 -1.09
H 4.88 1.25 -1.26
H 3.53 1.73 -0.43
C -1.65 0.31 -8.26
C -0.20 0.67 -8.19
C 0.18 1.11 -6.67
C 0.31 -0.02 -5.70
C 1.23 -1.08 -6.27
C 0.84 -1.57 -7.65
N 0.68 -0.40 -8.54
O 0.38 -0.91 -9.84
C 2.07 -2.33 -8.14
C -0.42 -2.50 -7.51
C 0.06 1.92 -9.07
H -1.88 -0.03 -9.25
H -2.27 1.25 -8.12
H -1.93 -0.44 -7.56
H 1.19 1.54 -6.82
H -0.47 1.93 -6.34
H -0.68 -0.45 -5.45
H 0.73 0.30 -4.78
H 1.37 -1.94 -5.63
H 2.21 -0.62 -6.40
H 2.25 -3.25 -7.52
H 1.90 -2.64 -9.20
H 2.89 -1.62 -8.18
H -1.09 -2.13 -6.75
H -1.04 -2.46 -8.45
H -0.06 -3.46 -7.24
H 0.95 2.42 -8.68
H -0.80 2.60 -9.07
H 0.26 1.72 -10.14
H 0.98 -0.47 -10.44
C 0.31 1.14 1.63
C -0.17 2.54 1.18
C -1.26 3.02 2.20
C -0.67 3.40 3.57
C 0.32 4.49 3.36
C 1.48 4.03 2.47
N 0.88 3.54 1.26
O 1.93 3.28 0.30
C 2.33 5.19 2.04
C 2.26 3.00 3.30
C -0.72 2.43 -0.30
H -0.45 0.40 1.39
H 0.56 1.07 2.67
H 1.20 0.90 1.07
H -1.67 3.94 1.76
H -2.02 2.24 2.22
H -0.19 2.60 4.16
H -1.55 3.68 4.15
H 0.73 4.93 4.29
H -0.18 5.30 2.90
H 3.23 4.80 1.52
H 1.71 5.72 1.31
H 2.59 5.88 2.85
H 1.53 2.29 3.72
H 3.00 2.45 2.77
H 2.70 3.41 4.19
H -1.70 2.00 -0.27
H -0.09 1.89 -1.01
H -0.87 3.40 -0.73
H 1.81 4.00 -0.29
C -8.29 1.54 -1.13
C -6.90 1.70 -1.78
C -5.88 2.42 -0.85
C -5.29 1.61 0.30
C -4.76 0.30 -0.33
C -5.74 -0.50 -1.22
N -6.23 0.45 -2.25
O -7.00 -0.25 -3.23
C -4.97 -1.65 -1.96
C -6.89 -1.10 -0.44
C -7.11 2.65 -2.97
H -8.87 0.74 -1.71
H -8.90 2.43 -1.18
H -8.28 1.19 -0.13
H -5.00 2.73 -1.47
H -6.36 3.30 -0.45
H -6.09 1.43 1.06
H -4.52 2.25 0.80
H -4.36 -0.35 0.43
H -3.93 0.68 -1.00
H -4.54 -2.40 -1.33
H -5.60 -2.13 -2.68
H -4.17 -1.16 -2.47
H -6.46 -1.91 0.08
H -7.36 -0.44 0.26
H -7.64 -1.53 -1.11
H -8.03 2.43 -3.48
H -6.33 2.65 -3.69
H -7.23 3.65 -2.52
H -7.90 -0.31 -2.99
C 2.65 -3.38 2.58
C 3.81 -2.38 2.47
C 4.63 -2.45 3.77
C 5.43 -3.76 3.88
C 6.26 -3.96 2.67
C 5.50 -3.91 1.39
N 4.76 -2.63 1.38
O 4.09 -2.54 0.03
C 6.58 -3.86 0.28
C 4.73 -5.25 1.18
C 3.23 -0.98 2.33
H 2.99 -4.27 3.09
H 2.29 -3.66 1.55
H 1.86 -2.82 3.00
H 5.40 -1.65 3.84
H 3.88 -2.24 4.57
H 4.75 -4.58 3.99
H 6.05 -3.69 4.80
H 6.71 -4.93 2.70
H 7.04 -3.14 2.65
H 7.04 -2.84 0.45
H 7.36 -4.62 0.38
H 6.21 -3.99 -0.75
H 5.55 -5.95 0.96
H 4.08 -5.65 1.95
H 4.20 -5.31 0.28
H 3.95 -0.27 2.74
H 2.37 -0.88 2.98
H 3.01 -0.71 1.27
H 3.32 -3.08 0.01
C -2.60 1.62 5.28
C -3.23 0.23 5.54
C -3.87 -0.23 4.18
C -4.27 -1.73 4.24
C -3.04 -2.57 4.52
C -2.28 -2.13 5.80
N -2.07 -0.69 5.77
O -1.29 -0.19 6.85
C -3.03 -2.71 6.95
C -0.87 -2.82 5.82
C -4.32 0.29 6.67
H -3.36 2.27 4.84
H -1.79 1.49 4.55
H -2.04 2.05 6.14
H -4.72 0.42 3.82
H -3.11 -0.11 3.37
H -4.64 -2.16 3.32
H -5.09 -1.92 4.96
H -2.34 -2.49 3.71
H -3.22 -3.67 4.58
H -4.06 -2.37 7.03
H -2.90 -3.79 6.94
H -2.59 -2.46 7.91
H -0.11 -2.39 5.14
H -0.45 -2.76 6.83
H -0.99 -3.89 5.70
H -4.95 1.10 6.24
H -3.84 0.63 7.59
H -4.98 -0.58 6.73
H -1.74 -0.32 7.71
*
```

Löwdin population analysis, charges in e, atoms 1 to 8:
1 O -0.257
2 V 1.007
3 C 0.057
4 C -0.553
5 O -0.045
6 O -0.095
7 H 0.093
8 H 0.084